C7H15NO4 in the gas phase in a non-equilibrium geometry. Source: OMol25; level of theory: ωB97M-V with the def2-TZVPD basis set.

## Properties
Total energy, eV: -17179.932
Net charge: 0
Kohn-Sham gap, Ha: 0.3575
Structure (SMILES): OCCC1(O)[C@@H](O)CNC[C@@H]1O
LUMO energy, eV: 0.689
Relative energy (zero: lowest compared OMol25 entry of this formula, charge and spin), kJ/mol: 178.3
HOMO energy, eV: -9.0

```
27
Properties=species:S:1:pos:R:3:forces:R:3
O 3.283177 0.305776 -0.701415 -0.642 -0.484 -0.533
C 2.814227 -0.361846 0.441900 0.753 -2.939 2.774
C 1.423726 -0.014580 1.058909 -0.005 2.035 -2.068
C 0.292662 0.476910 0.003652 1.426 -0.671 0.486
O 0.951093 1.532956 -0.762594 -2.724 -0.531 0.054
C -0.956288 1.174352 0.553815 0.643 0.107 -0.756
O -1.512905 2.057259 -0.410159 0.629 0.867 -1.427
C -2.111055 0.246125 0.940783 -0.439 2.132 0.341
N -2.409871 -0.790029 -0.037403 -4.665 -0.401 1.615
C -1.645894 -0.829782 -1.205892 0.872 -1.265 -2.304
C -0.167517 -0.785951 -0.745963 0.241 -0.937 -1.322
O 0.038228 -1.981699 -0.010028 -1.176 0.340 0.866
H 2.821387 -0.193971 -1.394346 0.612 0.405 -0.359
H 2.754303 -1.485880 0.306255 0.313 1.067 -0.571
H 3.635227 -0.310406 1.281611 -1.592 0.436 -1.525
H 1.136403 -0.856474 1.630007 -0.401 -0.554 0.704
H 1.666031 0.842229 1.633791 -0.443 0.928 1.089
H 1.862472 1.334004 -0.859815 1.557 -0.284 -0.033
H -0.509877 1.764521 1.319185 -0.475 0.545 1.486
H -0.816917 2.527100 -0.972428 -0.952 -1.241 1.463
H -2.983505 0.967119 1.059844 0.906 -0.929 -0.145
H -1.936108 -0.154518 1.925597 0.183 -0.464 0.416
H -3.508923 -0.755585 -0.210308 3.413 -0.379 0.219
H -1.947837 -1.816995 -1.852619 1.129 2.273 1.618
H -1.801993 0.027003 -1.813611 -0.229 0.818 -1.017
H 0.491826 -0.913195 -1.560983 0.579 0.162 -1.531
H -0.862071 -2.004437 0.382222 0.488 -1.034 0.463
```
Forces are in eV/Å.

***

2 unconnected molecules or ions with the total composition C7H15NOSi in a non-equilibrium geometry. Source: OMol25; level of theory: ωB97M-V with the def2-TZVPD basis set.

## Properties
Total energy, eV: -18913.838
Net charge: 0
Kohn-Sham gap (spin up / spin down), Ha: 0.3043 / 0.2515
LUMO energy (spin up / spin down), eV: 0.167 / 0.223
Relative energy (zero: lowest compared OMol25 entry of this formula, charge and spin), kJ/mol: 317.4
HOMO energy (spin up / spin down), eV: -8.1 / -6.6

```
25
Properties=species:S:1:pos:R:3:forces:R:3
C -3.686330 0.355224 -0.194623 -2.080 -0.076 1.418
C -2.727732 0.211727 -1.015389 1.939 -1.510 -2.419
C 2.594753 1.063307 0.298084 0.433 1.905 -0.259
C -2.739415 -0.185436 -2.486411 -0.736 -0.493 0.598
C 3.230033 2.296059 0.908631 -0.710 -1.015 0.741
C -0.440900 -1.299416 1.932425 -0.083 0.086 1.934
C 1.232913 -1.574974 -0.885946 -0.963 -1.199 2.170
N 1.563346 0.651868 1.116950 -0.186 -1.457 0.375
O 2.978205 0.620546 -0.775705 -0.868 -0.016 1.118
Si 0.377188 -0.518808 0.527127 0.519 0.338 -2.769
H -3.640200 0.214503 0.863875 0.365 0.550 0.677
H -4.707059 0.422491 -0.563215 -0.253 -0.005 -0.185
H -3.007732 0.663074 -3.109728 0.480 0.147 -0.249
H -3.484290 -0.996468 -2.754087 0.410 0.875 0.836
H -1.800366 -0.657105 -2.734459 0.463 0.425 -0.391
H 2.537181 2.819426 1.562463 0.102 -0.089 0.203
H 3.596942 2.987627 0.221830 0.746 0.822 -1.395
H 4.031128 1.845547 1.452073 0.915 0.269 0.771
H -0.074350 -2.312048 2.111477 -0.450 -0.218 -0.153
H -0.086673 -0.746290 2.838079 -0.391 -0.224 -0.505
H -1.539793 -1.196062 1.903557 0.573 -0.433 -0.032
H 0.569947 -2.403283 -1.146184 -0.663 0.448 -0.536
H 1.581253 -0.996710 -1.708687 0.084 0.273 -0.488
H 2.025958 -2.217097 -0.478974 0.526 0.742 0.164
H 1.615991 0.952299 2.116847 -0.171 -0.144 -1.625
```
Forces are in eV/Å.